82
Properties=species:S:1:pos:R:3:forces:R:3:lowdin_charge:R:1 method="wB97M-V/def2-TZVPD" orbital_gap_ev=4.784 largest_force_ev_per_a=0.40 relative_energy_kj_mol=55.7 homo_energy_ev=-1.083 energy_ev=-139861.213 total_charge=-2
Na -0.21360 -0.83018 -0.65770 -0.3 0.1 -0.3 0.21
O -0.53633 -2.49871 0.92839 -0.1 -0.1 0.2 -0.07
C -0.81778 -3.71331 1.04335 0.1 0.0 0.0 -0.40
C -1.37785 -4.24336 2.26607 0.0 0.0 0.0 -0.04
C -1.63542 -5.57527 2.44954 0.0 0.0 0.0 -0.15
C -1.36438 -6.52223 1.44390 0.0 0.0 0.0 -0.16
C -0.83693 -6.05930 0.25651 0.0 0.0 0.0 -0.10
C -0.56671 -4.70653 0.01502 0.0 0.0 0.0 -0.15
C 0.00572 -4.37382 -1.27719 0.0 0.0 0.0 -0.14
N 0.25914 -3.21645 -1.73705 0.1 -0.1 0.1 0.05
C 0.92518 -3.13214 -3.01499 0.0 0.0 0.0 -0.23
C 2.09071 -2.15084 -2.90306 -0.1 0.0 0.0 -0.24
N 1.57890 -0.82497 -2.65687 0.0 0.1 0.1 0.05
C 2.03807 0.11301 -3.38135 0.0 0.0 0.0 -0.13
C 1.66842 1.51563 -3.39004 0.0 0.0 0.0 -0.14
C 2.39613 2.34168 -4.25561 0.0 0.0 0.0 -0.11
C 2.15066 3.69124 -4.40127 0.0 0.0 0.0 -0.16
C 1.09801 4.24454 -3.65066 0.0 0.0 0.0 -0.14
C 0.35068 3.47528 -2.80008 0.0 0.0 0.0 -0.04
C 0.58850 2.06305 -2.59550 -0.1 0.0 0.0 -0.39
O -0.11284 1.39823 -1.79520 0.1 0.0 0.1 -0.06
H -1.59214 -3.51937 3.04442 0.0 0.0 0.0 0.10
H -2.05929 -5.90626 3.39427 0.0 0.0 0.0 0.08
H -1.56924 -7.57492 1.59532 0.0 0.0 0.0 0.07
H -0.61818 -6.76515 -0.54276 0.0 0.0 0.0 0.09
H 0.25172 -5.26290 -1.89193 0.0 0.0 0.0 0.11
H 0.22443 -2.73896 -3.75920 0.0 0.0 0.0 0.11
H 1.28644 -4.11691 -3.36088 0.0 0.0 0.0 0.10
H 2.71456 -2.19449 -3.81332 0.0 0.0 0.0 0.10
H 2.71185 -2.46012 -2.05362 0.0 0.0 0.0 0.10
H 2.81963 -0.12966 -4.12868 0.0 0.0 0.0 0.10
H 3.19326 1.88125 -4.83659 0.0 0.0 0.0 0.09
H 2.73962 4.29876 -5.07737 0.0 0.0 0.0 0.07
H 0.86567 5.30172 -3.74885 0.0 0.0 0.0 0.08
H -0.47392 3.90470 -2.24168 0.0 0.0 0.0 0.09
S -3.35595 2.80874 0.57941 0.0 0.0 0.0 1.05
C -2.38789 2.73852 2.01224 0.0 0.0 0.0 -0.50
C -2.12971 3.71318 2.96858 0.0 0.0 0.0 -0.12
C -1.25229 3.41425 3.99751 0.0 0.0 0.0 -0.12
C -0.65649 2.15103 4.08105 0.0 0.0 0.0 -0.11
C -0.91820 1.17728 3.13546 0.0 0.0 0.0 -0.03
C -1.77388 1.47545 2.07504 0.0 0.0 0.0 -0.32
N -2.06936 0.61210 1.04650 0.0 0.0 0.0 0.14
C -2.89122 1.13014 0.19653 0.0 -0.1 0.0 -0.48
C -3.44132 0.44928 -0.98736 0.1 0.1 0.0 -0.29
C -4.66365 0.90651 -1.50048 0.0 0.0 0.0 -0.12
C -5.21606 0.28830 -2.60849 0.0 0.0 0.0 -0.15
C -4.52698 -0.78008 -3.18101 0.0 0.0 0.0 -0.15
C -3.31854 -1.20567 -2.64172 -0.1 0.0 0.0 -0.16
C -2.68944 -0.62174 -1.52087 0.0 -0.1 -0.1 -0.03
H -2.58144 4.69547 2.89838 0.0 0.0 0.0 0.10
H -1.01952 4.17045 4.73773 0.0 0.0 0.0 0.09
H 0.02417 1.93781 4.89787 0.0 0.0 0.0 0.09
H -0.46976 0.19224 3.17632 0.0 0.0 0.0 0.11
H -5.19593 1.72814 -1.02626 0.0 0.0 0.0 0.06
H -6.16472 0.62412 -3.01412 0.0 0.0 0.0 0.07
H -4.94248 -1.27984 -4.05448 0.0 0.0 0.0 0.07
H -2.82946 -2.04735 -3.13532 0.0 0.0 0.0 0.06
Br 0.83257 7.27495 1.70142 0.0 0.0 0.0 0.66
C 1.16559 5.40617 1.49244 0.0 0.0 0.0 -0.69
C 0.29288 4.64267 0.73725 0.0 0.0 0.0 -0.12
C 0.52386 3.28460 0.59938 0.0 0.0 -0.1 0.00
C 1.60256 2.69358 1.25339 -0.1 0.0 0.0 -0.25
C 2.49725 3.48914 1.96928 0.0 0.0 0.0 -0.03
C 2.28175 4.85383 2.09204 0.0 0.0 0.0 -0.15
N 1.74602 1.29937 1.12778 0.3 -0.1 0.0 0.17
C 2.15303 0.65002 2.13323 -0.1 0.1 0.0 -0.11
C 2.34159 -0.81700 2.13485 0.0 -0.1 0.0 -0.26
C 2.67023 -1.43699 3.33833 0.0 0.0 0.0 -0.04
C 2.78249 -2.81705 3.36985 0.0 0.0 0.0 -0.08
C 2.55937 -3.52258 2.20144 0.0 0.0 0.0 -0.05
C 2.23639 -2.81204 1.05000 -0.1 0.0 0.0 -0.13
N 2.13829 -1.49218 1.00553 0.1 0.1 0.0 0.16
H -0.55964 5.09778 0.25082 0.0 0.0 0.0 0.10
H -0.10156 2.65941 -0.03666 0.0 0.0 0.0 0.10
H 3.38129 3.04657 2.41183 0.0 0.0 0.0 0.10
H 2.97336 5.47678 2.64317 0.0 0.0 0.0 0.09
H 2.33982 1.13961 3.09976 0.0 0.0 0.0 0.12
H 2.81035 -0.83965 4.23155 0.0 0.0 0.0 0.10
H 3.01883 -3.33222 4.29321 0.0 0.0 0.0 0.10
H 2.59454 -4.60343 2.17295 0.0 0.0 0.0 0.10
H 2.00661 -3.33299 0.12929 0.0 0.0 0.0 0.09

***

88
Properties=species:S:1:pos:R:3:forces:R:3:lowdin_charge:R:1 method="wB97M-V/def2-TZVPD" s_squared=3.79 spin_multiplicity=4 orbital_gap_ev="4.546 / 6.134" largest_force_ev_per_a=0.83 relative_energy_kj_mol=432.8 homo_energy_ev="-0.285 / -1.875" energy_ev=-137063.516 total_charge=-2
V -1.35588 -1.00803 -0.55197 0.2 0.6 0.5 1.09
Cl -7.37464 -4.06775 0.42701 0.0 0.0 0.0 0.59
C -5.81976 -3.34252 0.70728 0.0 0.0 0.0 -0.73
C -5.37435 -3.11624 1.99523 0.0 0.0 0.0 -0.72
Cl -6.36417 -3.55700 3.35531 0.0 0.0 0.0 0.59
C -4.11848 -2.52250 2.20955 0.0 0.0 0.0 -0.61
Cl -3.51500 -2.25506 3.81496 0.0 0.0 0.0 0.67
C -3.31307 -2.14039 1.14445 0.0 0.0 0.0 -0.37
O -2.13501 -1.59935 1.24986 0.1 -0.1 -0.3 -0.16
C -3.77277 -2.38241 -0.18865 0.1 0.0 -0.1 -0.37
O -2.94243 -2.06131 -1.13921 -0.2 -0.1 -0.2 -0.17
C -5.01109 -2.97780 -0.38322 0.0 0.0 0.0 -0.61
Cl -5.52710 -3.26863 -2.01640 0.0 0.0 0.0 0.64
C -1.06026 -1.81313 -4.85364 0.0 0.0 -0.1 -0.05
C -0.02500 -2.73731 -4.91033 0.0 0.0 0.0 -0.07
C 0.63114 -3.10162 -3.75134 0.0 0.0 0.0 -0.01
C 0.23802 -2.52491 -2.54507 0.0 0.0 -0.1 -0.18
N -0.75831 -1.63734 -2.51323 -0.1 -0.3 0.2 0.05
C -1.40130 -1.28651 -3.62407 0.1 0.0 0.1 -0.09
C 0.84548 -2.84650 -1.22748 0.1 -0.1 0.0 -0.28
C 1.96070 -3.65606 -1.11759 0.0 0.0 0.0 -0.08
C 2.24675 -4.14719 0.19509 0.0 0.0 0.1 -0.13
C 1.61805 -3.65134 1.27755 0.0 0.0 0.0 -0.08
C 0.72358 -2.43982 1.14318 0.0 0.0 0.0 -0.26
N 0.16874 -2.34627 -0.19743 -0.2 0.0 -0.1 0.00
H -1.59200 -1.50683 -5.74361 0.0 0.0 0.0 0.10
H 0.26281 -3.17730 -5.85807 0.0 0.0 0.0 0.10
H 1.42586 -3.83210 -3.77007 0.0 0.0 0.0 0.10
H -2.18668 -0.55588 -3.49394 0.0 0.0 0.0 0.13
H 2.47551 -4.04373 -1.98286 0.0 0.0 0.0 0.07
H 2.90996 -5.00084 0.30724 0.0 0.0 0.0 0.09
H 1.69977 -4.14303 2.24117 0.0 0.0 0.0 0.09
H -0.11594 -2.52335 1.84071 0.0 0.0 0.0 0.13
C -3.66639 2.64835 -0.80424 0.0 0.0 0.0 -0.04
C -2.56527 1.80913 -0.19118 0.0 0.1 0.0 -0.37
O -2.53707 0.60370 -0.63697 0.0 -0.2 0.1 -0.14
C -1.68599 2.41201 0.74528 0.0 -0.1 -0.1 -0.11
C -1.84050 3.81018 1.02367 0.0 0.0 0.0 -0.08
C -0.93505 4.54384 1.75703 0.1 0.0 0.0 -0.14
C 0.19859 3.93177 2.28097 0.0 0.0 0.0 -0.12
C 0.34787 2.54907 2.11965 0.0 -0.1 0.0 -0.03
C -0.57118 1.79994 1.42364 0.0 0.1 0.1 -0.16
O -0.51337 0.40325 1.43778 0.0 0.0 -0.1 -0.05
H -4.27070 1.98680 -1.42132 0.0 0.0 0.0 0.08
H -3.25775 3.44200 -1.43934 0.0 0.0 0.0 0.08
H -4.30909 3.11815 -0.05429 0.0 0.0 0.0 0.07
H -2.68719 4.32741 0.59772 0.0 0.0 0.0 0.08
H -1.10508 5.60528 1.90276 0.0 0.0 0.0 0.08
H 0.93904 4.49297 2.83615 0.0 0.0 0.0 0.08
H 1.18673 2.04175 2.57151 0.0 0.0 0.0 0.11
C 5.43963 4.07458 -2.03686 0.0 0.0 0.0 -0.07
C 4.13998 3.31122 -2.03197 0.0 0.0 0.0 -0.29
C 4.12696 1.92495 -2.09461 0.0 0.0 0.0 -0.03
C 2.93491 1.20670 -2.10129 0.0 0.0 0.1 -0.19
C 2.96476 -0.29412 -2.16917 0.0 0.0 0.0 -0.02
C 1.72079 1.89324 -2.04878 0.0 0.0 0.0 -0.04
C 1.71130 3.28938 -2.01495 0.0 0.0 0.0 -0.19
C 0.41396 4.04569 -1.98938 0.0 0.0 0.0 -0.02
C 2.92182 3.97565 -1.99471 0.0 0.0 0.0 -0.02
C 0.40571 1.12109 -2.06441 0.1 0.0 0.1 -0.58
O -0.33624 1.26083 -3.03965 0.0 0.0 0.0 0.04
O 0.21457 0.38275 -1.04302 -0.1 0.0 -0.2 -0.07
H 6.21615 3.53614 -1.49049 0.0 0.0 0.0 0.07
H 5.31964 5.05643 -1.57637 0.0 0.0 0.0 0.07
H 5.80435 4.23088 -3.05636 0.0 0.0 0.0 0.07
H 5.06740 1.38138 -2.13058 0.0 0.0 0.0 0.11
H 3.97126 -0.65576 -2.38766 0.0 0.0 0.0 0.08
H 2.29083 -0.66195 -2.94612 0.0 0.0 0.0 0.08
H 2.63497 -0.74635 -1.23418 0.0 0.0 -0.1 0.06
H -0.15053 3.80864 -1.08790 -0.1 0.0 0.1 0.07
H -0.20833 3.76470 -2.83971 0.0 0.0 0.0 0.08
H 0.59137 5.12242 -2.00490 0.0 0.0 0.0 0.07
H 2.90714 5.06092 -1.94479 0.0 0.0 0.0 0.11
N 2.32949 -1.33716 2.71085 0.0 0.0 0.0 0.10
C 1.45638 -1.11427 1.53963 0.0 0.0 0.0 -0.17
N 0.59573 -0.06813 2.13189 0.0 0.0 0.0 -0.02
C 0.39098 -0.41790 3.46381 0.0 0.0 0.0 -0.17
C -0.60190 -0.08153 4.35036 0.0 0.0 0.0 -0.01
C -0.46695 -0.54032 5.66708 0.0 0.0 0.0 -0.12
C 0.62459 -1.29897 6.05241 0.0 0.0 0.0 -0.13
C 1.62885 -1.63736 5.13236 0.0 0.0 0.0 -0.04
C 1.49401 -1.19326 3.83763 0.0 0.0 0.0 -0.21
H 2.79891 -2.23137 2.64525 0.0 0.0 0.0 0.10
H 2.00637 -0.70025 0.69510 0.0 0.0 0.1 0.14
H -1.46430 0.48182 4.02164 0.0 0.0 0.0 0.12
H -1.24208 -0.31107 6.38785 0.0 0.0 0.0 0.09
H 0.69934 -1.65219 7.07392 0.0 0.0 0.0 0.08
H 2.47749 -2.24305 5.42886 0.0 0.0 0.0 0.10